{"formula": "CH3O2", "method": "ωB97M-V/def2-TZVPD", "lumo_energy_ev": -6.96, "e_above_lowest_kj_mol": 402.1, "charge": 1, "energy_ev": -5167.45669, "gap_ev": 11.93, "homo_energy_ha": -0.6941, "elements": ["C", "O", "O", "H", "H", "H"], "xyz": [[-0.32, -0.77, -0.41], [0.09, 1.33, 0.65], [0.44, 0.11, -0.21], [0.17, -1.60, -1.07], [-1.28, -0.97, 0.09], [0.91, 1.91, 0.94]], "lowdin_charge": [0.18, 0.13, 0.10, 0.21, 0.17, 0.22]}


{"formula": "C44H60CsGe2N3S2", "method": "ωB97M-V/def2-TZVPD", "lumo_energy_ev": 3.62, "e_above_lowest_kj_mol": 44.0, "charge": -2, "energy_ev": -186325.01413, "gap_ev": 5.29, "homo_energy_ha": -0.0617, "elements": ["Cs", "C", "C", "Ge", "C", "C", "C", "C", "Ge", "C", "C", "C", "C", "C", "C", "C", "C", "C", "C", "H", "H", "H", "H", "H", "H", "H", "H", "H", "H", "H", "H", "H", "H", "H", "H", "H", "H", "H", "H", "H", "H", "H", "H", "H", "H", "C", "C", "C", "C", "C", "C", "C", "C", "C", "C", "C", "C", "N", "C", "C", "C", "C", "C", "N", "C", "C", "C", "C", "H", "H", "H", "H", "H", "H", "H", "H", "H", "H", "H", "H", "H", "H", "H", "H", "H", "H", "H", "H", "H", "H", "H", "H", "H", "H", "H", "H", "H", "S", "C", "C", "C", "C", "C", "C", "H", "H", "H", "H", "H", "S", "C", "N"], "xyz": [[-1.61, -1.02, -0.60], [2.33, 2.20, 1.42], [2.19, 0.85, 2.10], [2.61, -0.71, 0.89], [2.31, -2.29, 2.11], [2.94, -3.59, 1.62], [4.55, -0.67, 0.42], [4.66, -0.68, -0.92], [2.75, -0.66, -1.62], [2.17, -2.20, -2.78], [2.39, -3.57, -2.17], [2.26, 1.05, -2.57], [3.11, 1.29, -3.81], [5.90, -0.70, -1.68], [7.15, -0.45, -1.08], [8.31, -0.47, -1.81], [8.28, -0.75, -3.17], [7.06, -1.00, -3.78], [5.89, -0.97, -3.05], [2.28, 3.02, 2.14], [1.52, 2.34, 0.70], [3.28, 2.26, 0.89], [1.19, 0.73, 2.51], [2.89, 0.79, 2.94], [1.24, -2.42, 2.27], [2.74, -2.01, 3.07], [2.39, -3.98, 0.77], [2.94, -4.35, 2.40], [3.97, -3.41, 1.31], [5.41, -0.69, 1.08], [2.71, -2.11, -3.72], [1.11, -2.05, -2.99], [3.42, -3.68, -1.80], [2.21, -4.35, -2.91], [1.70, -3.73, -1.35], [2.34, 1.89, -1.89], [1.22, 0.95, -2.87], [4.16, 1.43, -3.55], [2.76, 2.18, -4.33], [3.02, 0.45, -4.50], [7.19, -0.22, -0.02], [9.26, -0.27, -1.33], [9.20, -0.77, -3.74], [7.03, -1.21, -4.84], [4.95, -1.16, -3.54], [-3.06, 2.14, 5.71], [-2.06, 2.34, 4.57], [-0.90, 3.24, 5.00], [-2.69, 2.93, 3.32], [-3.23, 4.20, 3.39], [-3.69, 4.85, 2.26], [-3.53, 4.25, 1.02], [-2.99, 2.98, 0.90], [-2.80, 2.37, -0.47], [-4.14, 2.02, -1.11], [-2.00, 3.32, -1.37], [-2.65, 2.26, 2.07], [-2.29, 0.94, 1.95], [-2.89, 0.09, 2.73], [-2.73, -1.30, 2.83], [-3.43, -2.05, 3.81], [-3.08, -3.36, 3.60], [-2.20, -3.36, 2.49], [-1.98, -2.13, 2.04], [-1.57, -4.61, 1.92], [-0.65, -5.22, 2.99], [-2.66, -5.62, 1.55], [-0.75, -4.30, 0.66], [-2.57, 1.68, 6.57], [-3.87, 1.48, 5.40], [-3.50, 3.09, 6.02], [-1.64, 1.36, 4.32], [-1.27, 4.23, 5.27], [-0.20, 3.36, 4.18], [-0.37, 2.82, 5.86], [-3.29, 4.70, 4.35], [-4.14, 5.83, 2.34], [-3.86, 4.78, 0.14], [-2.22, 1.45, -0.36], [-4.77, 2.90, -1.19], [-4.66, 1.28, -0.51], [-3.99, 1.63, -2.11], [-2.58, 4.19, -1.65], [-1.71, 2.80, -2.28], [-1.10, 3.64, -0.86], [-3.67, 0.47, 3.40], [-4.08, -1.66, 4.57], [-3.42, -4.23, 4.15], [-1.20, -5.38, 3.91], [0.18, -4.56, 3.20], [-0.26, -6.18, 2.65], [-3.23, -5.93, 2.43], [-2.21, -6.51, 1.10], [-3.35, -5.18, 0.83], [-0.06, -3.49, 0.87], [-1.41, -3.99, -0.14], [-0.19, -5.17, 0.33], [-1.02, 1.10, -4.33], [-2.06, 2.39, -4.77], [-1.53, 3.67, -4.96], [-2.34, 4.74, -5.29], [-3.71, 4.56, -5.44], [-4.25, 3.29, -5.26], [-3.44, 2.22, -4.94], [-0.47, 3.81, -4.82], [-1.90, 5.72, -5.43], [-4.35, 5.40, -5.69], [-5.32, 3.14, -5.39], [-3.88, 1.24, -4.82], [-2.53, -5.07, -4.17], [-2.13, -3.88, -3.15], [-1.85, -3.04, -2.40]], "lowdin_charge": [0.94, -0.20, -0.37, 0.90, -0.36, -0.19, -0.24, -0.36, 0.93, -0.35, -0.18, -0.36, -0.18, -0.24, -0.04, -0.10, -0.11, -0.09, -0.05, 0.06, 0.06, 0.06, 0.05, 0.05, 0.03, 0.06, 0.04, 0.06, 0.05, 0.05, 0.05, 0.06, 0.06, 0.07, 0.05, 0.05, -0.03, 0.05, 0.06, 0.06, 0.10, 0.09, 0.09, 0.10, 0.09, -0.07, -0.38, -0.07, -0.15, -0.07, -0.10, -0.05, -0.14, -0.40, -0.05, -0.05, -0.18, 0.05, -0.14, -0.35, -0.07, -0.08, -0.31, -0.02, -0.54, -0.05, -0.04, -0.08, 0.07, 0.07, 0.07, 0.12, 0.07, 0.08, 0.07, 0.10, 0.09, 0.11, -0.02, 0.08, 0.08, 0.07, 0.08, 0.02, 0.08, 0.12, 0.09, 0.08, 0.07, 0.07, 0.08, 0.07, 0.08, 0.09, 0.04, 0.03, 0.09, 0.46, -0.83, -0.17, -0.14, -0.15, -0.14, -0.16, 0.08, 0.08, 0.07, 0.09, 0.09, 0.37, -1.09, -0.22]}


{"formula": "C58H56BrCaN3O4P2", "method": "ωB97M-V/def2-TZVPD", "lumo_energy_ev": 3.90, "e_above_lowest_kj_mol": 56.7, "charge": -2, "energy_ev": -180780.87171, "gap_ev": 5.99, "homo_energy_ha": -0.0765, "elements": ["Ca", "C", "P", "C", "C", "C", "C", "C", "C", "C", "C", "C", "C", "C", "C", "C", "C", "C", "C", "C", "P", "C", "C", "C", "C", "C", "C", "C", "C", "C", "C", "C", "C", "N", "H", "H", "H", "H", "H", "H", "H", "H", "H", "H", "H", "H", "H", "H", "H", "H", "H", "H", "H", "H", "H", "H", "H", "H", "H", "H", "O", "C", "C", "C", "C", "C", "C", "C", "O", "N", "N", "C", "C", "C", "C", "C", "C", "C", "O", "H", "H", "H", "H", "H", "H", "H", "H", "H", "H", "C", "C", "C", "C", "C", "C", "C", "Br", "C", "O", "C", "C", "C", "C", "C", "C", "H", "H", "H", "H", "H", "H", "H", "H", "H", "H", "H", "H", "H", "H", "H", "H", "H", "H", "H", "H"], "xyz": [[0.73, 0.12, -0.36], [-1.84, -2.09, -1.10], [-1.84, -0.42, -1.99], [-1.64, -0.37, -3.82], [-0.64, -1.01, -4.55], [-0.39, -0.68, -5.88], [-1.11, 0.32, -6.51], [-2.08, 1.00, -5.79], [-2.34, 0.66, -4.47], [-3.68, -0.24, -1.84], [-4.15, 0.43, -0.71], [-5.51, 0.52, -0.44], [-6.43, -0.05, -1.32], [-5.97, -0.72, -2.45], [-4.61, -0.82, -2.70], [-1.94, -1.63, 0.35], [-2.88, -1.98, 1.30], [-2.64, -1.15, 2.43], [-1.58, -0.34, 2.06], [-1.15, 0.94, 2.70], [-2.35, 2.13, 1.88], [-3.63, 2.23, 3.21], [-3.36, 2.34, 4.58], [-4.39, 2.42, 5.51], [-5.71, 2.39, 5.08], [-6.00, 2.28, 3.73], [-4.96, 2.20, 2.81], [-1.64, 3.83, 1.85], [-0.88, 4.10, 0.72], [-0.39, 5.38, 0.48], [-0.68, 6.41, 1.37], [-1.44, 6.15, 2.49], [-1.93, 4.87, 2.73], [-1.11, -0.64, 0.83], [-0.94, -2.66, -1.32], [-2.72, -2.69, -1.34], [-0.02, -1.75, -4.07], [0.40, -1.21, -6.41], [-0.89, 0.60, -7.53], [-2.64, 1.81, -6.24], [-3.09, 1.22, -3.93], [-3.43, 0.87, -0.02], [-5.85, 1.03, 0.45], [-7.49, 0.02, -1.11], [-6.68, -1.17, -3.13], [-4.27, -1.34, -3.59], [-3.66, -2.72, 1.17], [-3.20, -1.10, 3.35], [-0.10, 1.20, 2.50], [-1.30, 0.94, 3.78], [-2.33, 2.37, 4.92], [-4.16, 2.51, 6.56], [-6.52, 2.45, 5.81], [-7.02, 2.25, 3.39], [-5.18, 2.11, 1.75], [-0.68, 3.32, -0.01], [0.19, 5.56, -0.42], [-0.30, 7.41, 1.18], [-1.67, 6.95, 3.19], [-2.54, 4.69, 3.61], [2.53, 3.08, 3.21], [3.21, 2.13, 3.85], [3.70, 2.45, 5.12], [4.43, 1.52, 5.83], [4.69, 0.26, 5.29], [4.20, -0.04, 4.03], [3.45, 0.87, 3.28], [2.92, 0.50, 1.92], [2.16, 1.32, 1.25], [3.27, -0.71, 1.57], [2.63, -1.17, 0.42], [3.20, -2.21, -0.05], [2.71, -3.04, -1.13], [3.33, -4.28, -1.31], [2.86, -5.22, -2.21], [1.70, -4.92, -2.92], [1.06, -3.71, -2.77], [1.57, -2.69, -1.92], [1.03, -1.52, -1.85], [2.24, 2.68, 2.35], [3.48, 3.43, 5.52], [4.80, 1.77, 6.82], [5.26, -0.47, 5.85], [4.37, -1.01, 3.59], [4.10, -2.56, 0.47], [4.21, -4.49, -0.70], [3.37, -6.17, -2.33], [1.27, -5.66, -3.59], [0.15, -3.51, -3.31], [0.23, 7.73, -4.20], [0.53, 6.47, -5.03], [1.88, 6.67, -5.73], [-0.55, 6.33, -6.12], [0.53, 5.24, -4.13], [-0.61, 4.90, -3.40], [-0.62, 3.79, -2.59], [-2.24, 3.38, -1.68], [0.49, 2.92, -2.40], [0.39, 1.91, -1.61], [1.64, 3.25, -3.17], [1.61, 4.39, -3.99], [2.97, 2.46, -3.21], [4.11, 3.36, -2.72], [3.25, 2.01, -4.65], [2.99, 1.19, -2.35], [0.26, 8.62, -4.83], [0.97, 7.84, -3.40], [-0.75, 7.67, -3.73], [1.83, 7.56, -6.36], [2.13, 5.82, -6.36], [2.69, 6.80, -5.01], [-0.55, 7.20, -6.78], [-1.54, 6.23, -5.67], [-0.36, 5.43, -6.72], [-1.52, 5.50, -3.47], [2.51, 4.61, -4.55], [4.23, 4.25, -3.33], [5.05, 2.80, -2.74], [3.92, 3.67, -1.69], [3.32, 2.86, -5.34], [2.46, 1.35, -5.01], [4.20, 1.46, -4.69], [2.85, 1.43, -1.30], [3.97, 0.72, -2.45], [2.24, 0.47, -2.67]], "lowdin_charge": [1.33, -0.24, 1.10, -0.34, -0.08, -0.10, -0.12, -0.10, -0.12, -0.37, -0.12, -0.08, -0.11, -0.11, -0.10, -0.44, -0.09, -0.09, -0.48, -0.24, 1.12, -0.35, -0.11, -0.10, -0.11, -0.09, -0.09, -0.35, -0.22, -0.09, -0.10, -0.11, -0.10, -0.09, 0.04, 0.08, 0.06, 0.09, 0.09, 0.09, 0.08, 0.02, 0.07, 0.09, 0.09, 0.10, 0.08, 0.08, 0.07, 0.06, 0.10, 0.09, 0.09, 0.09, 0.07, 0.00, 0.10, 0.09, 0.09, 0.09, 0.06, -0.29, -0.03, -0.12, -0.12, -0.05, -0.07, -0.45, -0.18, 0.03, -0.07, -0.10, -0.14, -0.08, -0.14, -0.12, -0.04, -0.38, -0.27, 0.08, 0.11, 0.09, 0.08, 0.10, 0.11, 0.10, 0.08, 0.09, 0.09, -0.06, -0.57, -0.08, -0.06, -0.20, -0.11, -0.53, 0.89, -0.40, -0.33, -0.07, -0.01, -0.52, -0.05, -0.05, -0.07, 0.07, 0.09, 0.07, 0.08, 0.08, 0.08, 0.07, 0.07, 0.09, 0.09, 0.08, 0.07, 0.08, 0.09, 0.07, 0.09, 0.08, 0.06, 0.09, 0.07]}